[1]
DFT (wB97M-V/def2-TZVPD) results for C39H51BaBrP as an isolated structure.

Positions of all 93 atoms, in Å:
Ba (0.50, -0.53, 0.72)
C (-0.38, -3.35, 5.41)
C (0.39, -3.07, 4.11)
C (1.83, -3.55, 4.25)
C (0.27, -1.60, 3.76)
C (-1.00, -1.06, 3.50)
C (-1.21, 0.31, 3.35)
C (-2.64, 0.82, 3.35)
C (-3.15, 0.87, 4.79)
C (-3.60, -0.03, 2.51)
C (-0.10, 1.19, 3.36)
C (1.18, 0.66, 3.57)
C (1.34, -0.72, 3.77)
C (2.41, 1.55, 3.68)
C (3.60, 0.99, 2.89)
C (2.78, 1.74, 5.15)
C (-0.34, 2.68, 3.36)
C (-0.56, 3.23, 4.62)
C (-0.90, 4.56, 4.79)
C (-1.05, 5.37, 3.67)
C (-0.80, 4.84, 2.42)
C (-0.42, 3.51, 2.23)
P (-0.01, 2.88, 0.55)
C (1.37, 4.00, -0.10)
C (2.61, 3.64, 0.72)
C (1.20, 5.52, 0.00)
C (1.63, 3.60, -1.55)
C (-1.56, 3.11, -0.50)
C (-1.46, 2.12, -1.67)
C (-2.75, 2.68, 0.36)
C (-1.85, 4.51, -1.06)
H (-0.32, -4.41, 5.66)
H (-1.43, -3.09, 5.33)
H (0.05, -2.79, 6.24)
H (-0.09, -3.64, 3.31)
H (2.32, -3.08, 5.11)
H (2.43, -3.34, 3.36)
H (1.85, -4.62, 4.42)
H (-1.85, -1.73, 3.47)
H (-2.64, 1.84, 2.96)
H (-3.13, -0.12, 5.24)
H (-4.18, 1.23, 4.82)
H (-2.55, 1.54, 5.41)
H (-3.81, -0.99, 2.98)
H (-3.21, -0.24, 1.51)
H (-4.55, 0.49, 2.39)
H (2.33, -1.10, 3.98)
H (2.14, 2.52, 3.27)
H (4.01, 0.09, 3.35)
H (4.40, 1.73, 2.85)
H (3.33, 0.75, 1.86)
H (3.02, 0.79, 5.62)
H (1.97, 2.20, 5.71)
H (3.66, 2.39, 5.24)
H (-0.48, 2.59, 5.49)
H (-1.07, 4.95, 5.78)
H (-1.34, 6.40, 3.78)
H (-0.91, 5.49, 1.56)
H (2.49, 3.91, 1.77)
H (3.47, 4.19, 0.34)
H (2.85, 2.57, 0.66)
H (1.22, 5.86, 1.03)
H (0.29, 5.88, -0.48)
H (2.05, 5.98, -0.51)
H (1.73, 2.52, -1.67)
H (2.56, 4.07, -1.88)
H (0.84, 3.95, -2.22)
H (-1.38, 1.09, -1.32)
H (-0.61, 2.32, -2.33)
H (-2.37, 2.18, -2.28)
H (-2.59, 1.69, 0.79)
H (-3.65, 2.63, -0.26)
H (-2.94, 3.38, 1.18)
H (-1.08, 4.84, -1.76)
H (-1.96, 5.25, -0.28)
H (-2.79, 4.48, -1.61)
Br (2.32, -3.05, 0.48)
C (0.97, -4.38, 0.90)
C (1.46, -5.58, 1.32)
C (0.55, -6.62, 1.59)
C (-0.79, -6.41, 1.41)
C (-1.28, -5.16, 0.96)
C (-2.67, -4.98, 0.73)
C (-3.13, -3.77, 0.30)
C (-2.24, -2.68, 0.14)
C (-0.87, -2.77, 0.34)
C (-0.40, -4.07, 0.72)
H (2.53, -5.74, 1.43)
H (0.92, -7.58, 1.93)
H (-1.50, -7.21, 1.59)
H (-3.34, -5.81, 0.89)
H (-4.19, -3.63, 0.10)
H (-2.68, -1.74, -0.17)

Results
- charge = +1
- lowest unoccupied orbital energy (hartree) = -0.0941
- energy above the lowest of the compared OMol25 structures with the same formula, charge and spin (kJ/mol) = 0.0
- HOMO energy (eV) = -10.126

***

[2]
DFT (wB97M-V/def2-TZVPD) results for H3S3 as an isolated structure.

Positions of all 6 atoms, in Å:
S (1.69, -1.20, 0.88)
H (1.78, 0.10, 1.14)
S (-1.32, 1.35, -0.14)
S (0.80, -1.03, -0.96)
H (-2.56, 0.91, -0.35)
H (-0.39, -0.12, -0.58)

Results
- charge = -1
- lowest unoccupied orbital energy (hartree) = 0.1279
- energy above the lowest of the compared OMol25 structures with the same formula, charge and spin (kJ/mol) = 21.1
- HOMO energy (eV) = -3.327

***

[3]
DFT (wB97M-V/def2-TZVPD) results for a 2-piece molecular cluster, C17H34F3O9PS overall.

Positions of all 65 atoms, in Å:
C (-4.28, -4.61, -0.76)
C (-4.73, -4.14, 0.64)
O (-4.81, -2.75, 0.75)
C (-3.55, -2.13, 0.95)
C (-3.72, -0.66, 1.30)
C (-2.55, -0.12, 2.13)
C (-1.57, 0.81, 1.39)
C (-1.35, 0.51, -0.11)
P (0.45, 0.37, -0.59)
C (1.69, 1.35, 0.39)
C (3.17, 1.06, 0.17)
O (3.50, -0.36, 0.22)
C (4.30, -0.80, -0.77)
C (3.78, -2.02, -1.46)
O (5.35, -0.30, -1.04)
C (0.65, -1.23, 0.51)
O (1.17, -1.03, 1.82)
C (0.64, -1.83, 2.85)
C (1.76, -2.40, 3.72)
C (0.23, 1.73, -1.90)
C (1.42, 1.96, -2.85)
O (1.05, 1.76, -4.22)
C (1.93, 3.39, -2.71)
F (2.75, 3.71, -3.72)
F (0.92, 4.21, -2.69)
F (2.63, 3.50, -1.58)
H (-4.33, -3.78, -1.45)
H (-3.25, -4.97, -0.75)
H (-4.90, -5.44, -1.10)
H (-4.04, -4.55, 1.39)
H (-5.71, -4.56, 0.87)
H (-2.93, -2.25, 0.05)
H (-3.02, -2.65, 1.75)
H (-3.84, -0.09, 0.38)
H (-4.65, -0.61, 1.87)
H (-2.00, -0.93, 2.60)
H (-2.97, 0.46, 2.95)
H (-0.61, 0.74, 1.90)
H (-1.88, 1.85, 1.51)
H (-1.81, 1.28, -0.71)
H (-1.81, -0.43, -0.41)
H (0.80, -0.48, -1.71)
H (1.45, 1.36, 1.45)
H (1.59, 2.38, 0.07)
H (3.54, 1.48, -0.77)
H (3.72, 1.56, 0.96)
H (4.39, -2.24, -2.33)
H (2.74, -1.88, -1.74)
H (3.80, -2.86, -0.76)
H (1.32, -1.91, -0.04)
H (-0.32, -1.74, 0.55)
H (0.04, -2.66, 2.46)
H (0.01, -1.20, 3.48)
H (1.39, -3.29, 4.22)
H (2.07, -1.67, 4.47)
H (2.60, -2.67, 3.08)
H (-0.59, 1.43, -2.56)
H (-0.10, 2.68, -1.46)
H (2.23, 1.24, -2.64)
H (0.76, 0.85, -4.28)
O (1.94, 7.01, -2.37)
S (1.09, 7.12, -1.15)
O (1.33, 8.43, -0.48)
O (1.45, 6.00, -0.21)
O (-0.35, 7.00, -1.52)

Results
- charge = -2
- lowest unoccupied orbital energy (hartree) = 0.1190
- HOMO energy (eV) = 0.653

***

[4]
DFT (wB97M-V/def2-TZVPD) results for a 2-piece molecular cluster, C15H21N2S2 overall.

Positions of all 40 atoms, in Å:
C (-2.47, -2.21, 1.10)
C (-1.99, -1.36, 2.29)
C (-1.63, 0.01, 1.71)
N (-2.33, 0.03, 0.42)
N (-2.06, 0.99, -0.46)
C (-2.37, 2.23, -0.37)
C (-2.31, -1.33, -0.14)
H (-1.93, -3.15, 1.01)
H (-3.53, -2.44, 1.23)
H (-2.82, -1.24, 3.00)
H (-1.15, -1.81, 2.81)
H (-1.98, 0.84, 2.34)
H (-0.54, 0.12, 1.59)
H (-1.98, 2.92, -1.13)
H (-3.08, 2.64, 0.37)
H (-1.37, -1.53, -0.69)
H (-3.14, -1.45, -0.85)
C (1.75, 3.75, 1.50)
C (2.02, 2.53, 2.13)
C (1.96, 1.34, 1.40)
C (1.60, 1.34, 0.03)
C (1.46, 0.08, -0.71)
S (1.00, 0.17, -2.35)
C (0.92, -1.53, -3.03)
C (1.97, -2.50, -2.54)
C (1.73, -2.80, -1.07)
S (1.86, -1.38, 0.09)
C (1.34, 2.58, -0.59)
C (1.42, 3.77, 0.14)
H (1.83, 4.68, 2.06)
H (2.28, 2.50, 3.19)
H (2.21, 0.40, 1.89)
H (-0.10, -1.89, -2.82)
H (1.03, -1.37, -4.11)
H (1.87, -3.44, -3.10)
H (2.98, -2.10, -2.70)
H (0.73, -3.21, -0.91)
H (2.48, -3.51, -0.70)
H (1.09, 2.61, -1.64)
H (1.22, 4.72, -0.37)

Results
- charge = +1
- lowest unoccupied orbital energy (hartree) = -0.1829
- energy above the lowest of the compared OMol25 structures with the same formula, charge and spin (kJ/mol) = 188.9
- HOMO energy (eV) = -10.398

***

[5]
DFT (wB97M-V/def2-TZVPD) results for a 13-piece molecular cluster, C4H32NO14 overall.

Positions of all 51 atoms, in Å:
O (2.43, 0.21, -1.60)
C (1.35, 0.58, -1.03)
N (0.51, -0.46, -0.65)
C (-0.60, -0.37, 0.32)
O (-1.52, -1.42, -0.02)
C (1.01, 2.10, -0.84)
C (1.66, 2.77, 0.39)
H (0.81, -1.43, -0.74)
H (-1.28, 0.57, 0.28)
H (-0.19, -0.53, 1.31)
H (1.19, 2.54, -1.78)
H (-0.12, 2.16, -0.78)
H (2.78, 2.62, 0.60)
H (1.10, 2.57, 1.24)
H (1.63, 3.84, 0.11)
H (-0.94, 0.11, 3.45)
H (-0.42, 1.55, 2.94)
O (-1.25, 1.05, 3.05)
H (-0.82, -1.46, -2.44)
H (-2.19, -1.29, -1.92)
O (-1.74, -1.57, -2.71)
H (2.18, -0.79, 2.18)
H (-1.11, -1.90, 3.87)
O (-0.49, -1.30, 3.51)
H (1.13, 0.14, 2.84)
H (1.46, -3.05, 3.72)
O (1.96, 0.20, 2.29)
H (-3.62, 0.21, 1.84)
H (-2.60, -0.63, 2.52)
O (-3.52, -0.73, 2.10)
H (-1.24, -2.21, 0.46)
H (2.23, -3.10, 0.05)
O (1.41, -3.18, 0.43)
H (0.67, -1.83, 2.98)
H (1.25, -2.73, 1.37)
O (1.58, -2.58, 2.93)
H (-4.78, -0.72, -0.06)
H (-3.14, -0.72, 0.23)
O (-3.91, -0.25, -0.42)
H (-3.02, 1.59, -0.21)
H (-2.35, 2.54, 0.74)
O (-2.25, 2.21, -0.11)
H (2.58, -0.62, -3.27)
H (3.07, 0.79, -3.78)
O (2.87, -0.11, -4.05)
H (3.78, 1.29, -1.04)
H (3.45, 2.48, -1.83)
O (4.22, 2.02, -1.53)
H (-1.60, 1.83, -3.78)
H (-2.43, 0.59, -3.07)
O (-2.50, 1.49, -3.44)

Results
- charge = -1
- lowest unoccupied orbital energy (hartree) = 0.0960
- energy above the lowest of the compared OMol25 structures with the same formula, charge and spin (kJ/mol) = 553.5
- HOMO energy (eV) = -7.124

***

[6]
DFT (wB97M-V/def2-TZVPD) results for the molecule CH3O4P.

Positions of all 9 atoms, in Å:
C (0.06, 0.07, 0.01)
O (0.92, 2.61, 0.52)
O (2.73, 0.11, -1.55)
O (2.34, 0.63, 1.50)
O (1.86, 0.94, -1.16)
P (1.49, 1.27, 0.50)
H (-0.08, -0.33, 1.01)
H (-0.74, 0.73, -0.30)
H (0.26, -0.72, -0.69)

Results
- charge = 0
- lowest unoccupied orbital energy (spin up / spin down) (hartree) = -0.1095 / -0.1678
- energy above the lowest of the compared OMol25 structures with the same formula, charge and spin (kJ/mol) = 653.2
- HOMO energy (spin up / spin down) (eV) = -11.469 / -11.384

***

It is found that the F_max values, taken in the order of the records, are 0.54 0.61 0.94 3.61 5.11 2.39 eV Å⁻¹.